Entry one
DFT (wB97M-V/def2-TZVPD) results for a structure of composition C24H20FFeN3O3S.

As for the LUMO energy (spin up / spin down): 0.081 / 0.081 Ha. The HOMO energy (spin up / spin down) comes out at -4.3 / -4.5 eV. As for the total charge: -1. The expectation value of S² is 8.800. The spin multiplicity is 6.

Each line ends with the Löwdin spin population.
Element x y z (Å)
Fe1 -0.32279 0.60290 0.32801  3.69
N1 -0.45856 2.82459 0.91818  0.04
C1 -1.14737 3.46991 -0.21774  0.00
C2 -2.31611 2.58201 -0.67649  0.01
O1 -3.43015 3.10055 -0.84662  0.01
N2 -1.93658 1.32128 -0.81040  0.05
C3 -2.94930 0.29489 -0.90294  0.00
C4 -2.84130 -0.68029 0.28740  0.01
O2 -3.70263 -1.53255 0.46049  0.01
O3 -1.77952 -0.55488 1.03191  0.08
H1 -1.02247 2.90569 1.75757  0.00
H2 0.43574 3.26308 1.10476  0.00
H3 -0.42128 3.55858 -1.02826  0.00
H4 -1.53773 4.46099 0.02178  0.00
H5 -2.80460 -0.32074 -1.80020  0.00
H6 -3.96398 0.69598 -0.94636  0.00
S1 3.93851 0.72604 2.40482  0.00
C5 2.85818 0.41870 3.72875  0.00
C6 3.12230 0.30151 5.09006  0.00
C7 2.06078 0.05462 5.94068  0.00
C8 0.75601 -0.08032 5.45171  0.00
C9 0.48862 0.03323 4.10178  0.00
C10 1.55374 0.29032 3.23883  0.00
N3 1.43562 0.43862 1.86974  0.03
C11 2.57865 0.65703 1.29970  0.00
C12 2.69376 0.85627 -0.15040  0.01
C13 3.94608 1.00096 -0.75310  0.00
C14 4.01346 1.17128 -2.12403  0.01
C15 2.83142 1.19813 -2.86103  0.00
C16 1.60168 1.05410 -2.23233  0.01
C17 1.47468 0.87684 -0.84720  0.03
H7 4.12929 0.39964 5.47431  0.00
H8 2.24224 -0.04032 7.00372  0.00
H9 -0.05252 -0.28121 6.14239  0.00
H10 -0.50831 -0.08455 3.69402  0.00
H11 4.86122 0.97338 -0.17016  0.00
H12 4.97170 1.27828 -2.61690  0.00
H13 2.88021 1.33101 -3.93664  0.00
H14 0.69713 1.09121 -2.83424  0.00
F1 -3.99270 -3.52052 -4.71371  0.04
C18 -3.03582 -3.23953 -3.79309  0.12
C19 -3.21666 -3.66815 -2.48954  -0.02
C20 -2.24360 -3.38390 -1.55533  0.12
C21 -1.07595 -2.66618 -1.91198  0.05
C22 -0.08259 -2.35058 -0.97325  0.51
C23 -0.95404 -2.23249 -3.25622  0.12
C24 -1.92258 -2.51933 -4.19414  -0.02
H15 -4.12532 -4.18688 -2.21688  0.00
H16 -2.39536 -3.65656 -0.52037  0.00
H17 0.75644 -1.73691 -1.27279  0.03
H18 -0.16086 -2.65976 0.05846  0.03
H19 -0.08396 -1.65142 -3.53714  0.00
H20 -1.84281 -2.18453 -5.21961  0.00



Entry two
DFT (wB97M-V/def2-TZVPD) results for a structure of composition C24H20FFeN3O3S.

As for the LUMO energy (spin up / spin down): 0.078 / 0.070 Ha. The HOMO energy (spin up / spin down) comes out at -4.5 / -4.7 eV. As for the total charge: -1. The expectation value of S² is 8.805. The spin multiplicity is 6.

Each line ends with the Löwdin spin population.
Element x y z (Å)
Fe1 -0.12563 -0.35159 0.35470  3.70
N1 -1.67012 1.23849 1.46191  0.02
C1 -0.84965 2.45429 1.31093  0.00
C2 0.51346 2.16911 1.94997  0.01
O1 0.93537 2.89466 2.86142  0.01
N2 1.07413 1.09270 1.41099  0.04
C3 2.17283 0.47909 2.11591  0.00
C4 1.80397 -0.99009 2.48798  0.01
O2 2.57193 -1.61859 3.21220  0.01
O3 0.71079 -1.40804 1.96871  0.08
H1 -2.60207 1.38377 1.09096  0.00
H2 -1.76100 1.02224 2.44846  0.00
H3 -1.28782 3.34137 1.77567  0.00
H4 -0.69506 2.63489 0.24418  0.00
H5 2.40716 1.01726 3.03517  0.00
H6 3.07513 0.43069 1.49481  0.00
S1 -2.70417 -1.13160 -3.68289  0.00
C5 -3.30676 0.43552 -3.24118  0.00
C6 -4.27207 1.19539 -3.87885  0.00
C7 -4.58296 2.44047 -3.35480  0.00
C8 -3.91741 2.90634 -2.22185  0.00
C9 -2.96132 2.14039 -1.58215  0.00
C10 -2.64391 0.87188 -2.07644  0.00
N3 -1.74038 -0.01599 -1.55129  0.04
C11 -1.63498 -1.09743 -2.28017  0.01
C12 -0.70604 -2.15843 -1.99941  0.02
C13 -0.61304 -3.29738 -2.81702  0.00
C14 0.38440 -4.22263 -2.60070  0.01
C15 1.24865 -4.07675 -1.51851  0.00
C16 1.08088 -3.00720 -0.64172  0.01
C17 0.14782 -2.00935 -0.89039  0.04
H7 -4.76615 0.82810 -4.76904  0.00
H8 -5.33829 3.05043 -3.83231  0.00
H9 -4.15276 3.89038 -1.83637  0.00
H10 -2.44528 2.52228 -0.71270  0.00
H11 -1.32987 -3.44116 -3.62097  0.00
H12 0.49418 -5.06483 -3.27368  0.00
H13 2.04049 -4.79777 -1.35258  0.00
H14 1.70071 -2.94955 0.24583  0.00
F1 4.67694 2.75236 -5.94556  0.04
C18 3.89036 2.29944 -4.94085  0.13
C19 2.66446 2.90938 -4.72127  -0.02
C20 1.86814 2.45414 -3.69639  0.13
C21 2.28466 1.39039 -2.84667  0.05
C22 1.50805 0.96394 -1.77655  0.49
C23 3.54350 0.79048 -3.13327  0.13
C24 4.33240 1.23623 -4.16779  -0.02
H15 2.35915 3.72839 -5.35923  0.00
H16 0.90188 2.91077 -3.52060  0.01
H17 1.85507 0.18314 -1.11984  0.03
H18 0.54967 1.42443 -1.57749  0.03
H19 3.87293 -0.03655 -2.51728  0.01
H20 5.28626 0.77815 -4.39365  0.00



Out of the structures above, which one is the least stable? Solution: entry two.